(1)
DFT (ωB97M-V/def2-TZVPD) results for a molecular structure, C52H66BrN10OSSbTi at a distorted geometry.

The geometry in ORCA input format:
```
! wB97M-V def2-TZVPD RIJCOSX def2/J DEFGRID3
* xyz 2 1
Ti -0.56 1.14 0.18
C -6.14 1.66 4.49
C -5.19 1.67 3.34
C -5.65 1.49 2.04
C -4.77 1.43 0.99
C -3.38 1.57 1.16
N -2.47 1.37 0.15
C -2.88 0.95 -1.12
C -3.76 -0.11 -1.38
C -4.10 -0.45 -2.67
C -3.56 0.20 -3.78
C -3.93 -0.19 -5.18
C -2.67 1.24 -3.54
C -2.34 1.61 -2.25
N -1.60 2.79 -2.01
C -1.87 3.99 -2.56
C -1.19 4.93 -1.83
C -0.53 4.21 -0.83
N -0.79 2.91 -0.96
C -2.95 1.95 2.45
C -3.84 1.93 3.52
N -1.65 2.47 2.68
C -1.25 3.21 3.74
C 0.03 3.65 3.49
C 0.35 3.15 2.24
N -0.69 2.45 1.76
H -6.72 0.75 4.51
H -6.83 2.49 4.41
H -5.61 1.76 5.44
H -6.71 1.36 1.86
H -5.16 1.29 -0.01
H -4.18 -0.67 -0.56
H -4.82 -1.24 -2.84
H -4.48 -1.12 -5.18
H -3.05 -0.30 -5.81
H -4.55 0.58 -5.63
H -2.24 1.78 -4.37
H -2.51 4.09 -3.42
H -1.16 5.99 -1.99
H 0.07 4.60 -0.03
H -3.48 2.11 4.52
H -1.87 3.40 4.59
H 0.63 4.27 4.13
H 1.27 3.24 1.68
Br 0.92 -7.23 1.98
C 0.89 -5.96 3.40
C -0.18 -5.93 4.29
C -0.23 -4.95 5.25
C 0.75 -3.95 5.28
C 1.83 -4.01 4.40
C 1.92 -5.03 3.48
N 0.64 -2.94 6.23
N 0.78 -1.75 5.97
C 0.85 -1.16 4.73
C 1.97 -0.44 4.35
C 2.05 0.21 3.12
C 0.98 0.21 2.24
O 0.97 0.72 1.02
C -0.22 -0.45 2.66
N -1.24 -0.41 1.76
C -2.33 -1.08 2.04
C -2.52 -1.78 3.24
C -1.52 -1.80 4.17
C -0.30 -1.16 3.88
H -0.96 -6.68 4.22
H -1.05 -4.90 5.95
H 2.62 -3.27 4.47
H 2.77 -5.10 2.82
H 2.83 -0.45 5.00
H 2.97 0.70 2.84
H -3.11 -1.08 1.29
H -3.46 -2.29 3.42
H -1.66 -2.28 5.13
C 1.39 -4.44 -1.22
N 0.67 -3.39 -0.54
C 1.20 -2.98 0.73
C -0.45 -2.85 -1.06
S -0.69 -1.16 -1.14
N -1.34 -3.68 -1.62
C -1.42 -5.09 -1.27
C -2.37 -3.24 -2.52
H 1.32 -5.40 -0.71
H 2.45 -4.15 -1.27
H 1.03 -4.53 -2.24
H 2.27 -2.78 0.67
H 1.05 -3.78 1.47
H 0.68 -2.09 1.08
H -1.07 -5.25 -0.24
H -0.84 -5.72 -1.94
H -2.46 -5.39 -1.33
H -3.34 -3.26 -2.02
H -2.41 -3.92 -3.38
H -2.16 -2.23 -2.86
C 0.64 0.87 -4.19
C 2.03 0.50 -3.71
C 3.08 0.91 -4.73
C 2.10 -1.00 -3.47
Sb 2.26 1.56 -1.69
C 3.07 3.66 -2.27
C 2.12 4.27 -3.28
C 4.47 3.63 -2.84
C 3.06 4.49 -1.00
C 4.11 0.62 -0.71
C 4.52 1.55 0.42
C 3.66 -0.72 -0.14
C 5.27 0.39 -1.67
H 0.44 0.40 -5.16
H 0.53 1.94 -4.32
H -0.11 0.51 -3.48
H 2.99 0.27 -5.61
H 4.09 0.78 -4.34
H 2.95 1.93 -5.05
H 1.84 -1.53 -4.39
H 1.39 -1.30 -2.70
H 3.10 -1.31 -3.18
H 2.12 3.73 -4.22
H 2.43 5.29 -3.49
H 1.10 4.31 -2.90
H 4.55 2.98 -3.71
H 5.20 3.31 -2.10
H 4.75 4.63 -3.15
H 2.12 4.38 -0.45
H 3.17 5.55 -1.25
H 3.88 4.23 -0.34
H 3.65 1.86 1.00
H 5.03 2.43 0.04
H 5.21 1.03 1.09
H 2.84 -0.58 0.55
H 4.49 -1.18 0.41
H 3.36 -1.40 -0.93
H 5.58 1.30 -2.16
H 5.02 -0.36 -2.42
H 6.12 0.01 -1.10
*
```

Computed properties:
**Molecular weight**: 1128.77 g mol⁻¹
**Energy above the lowest of the compared OMol25 structures with the same formula, charge and spin**: 1.993 eV
**E_LUMO**: -6.079 eV


(2)
DFT (ωB97M-V/def2-TZVPD) results for 2 unconnected molecules or ions with the total composition C52H66N5O at a distorted geometry.

The geometry in ORCA input format:
```
! wB97M-V def2-TZVPD RIJCOSX def2/J DEFGRID3
* xyz 1 1
C 3.62 -2.55 1.05
C 2.90 -1.76 -0.04
C 2.72 -2.59 -1.31
C 3.62 -0.46 -0.33
C 4.91 -0.46 -0.82
C 5.57 0.72 -1.07
C 4.94 1.93 -0.85
C 3.63 1.96 -0.39
C 2.93 3.28 -0.13
C 3.29 4.34 -1.17
C 3.21 3.78 1.29
C 2.96 0.76 -0.12
N 1.60 0.77 0.35
N 0.54 0.79 -0.46
N -0.51 0.78 0.33
C -1.88 0.77 -0.16
C -2.54 -0.45 -0.37
C -1.83 -1.76 -0.09
C -1.66 -2.57 -1.37
C -2.56 -2.56 0.99
C -3.84 -0.44 -0.85
C -4.48 0.75 -1.11
C -3.83 1.95 -0.90
C -2.54 1.97 -0.42
C -1.83 3.29 -0.19
C -2.55 4.13 0.87
C -1.66 4.05 -1.50
C -0.17 0.77 1.69
C -1.12 0.78 2.82
C 1.22 0.74 1.72
C 2.06 0.69 2.80
H 3.72 -1.96 1.96
H 3.09 -3.47 1.30
H 4.62 -2.83 0.73
H 1.90 -1.49 0.34
H 2.18 -2.02 -2.07
H 3.69 -2.86 -1.73
H 2.17 -3.51 -1.12
H 5.41 -1.40 -0.99
H 6.58 0.71 -1.45
H 5.47 2.84 -1.03
H 1.84 3.07 -0.21
H 3.14 3.95 -2.18
H 2.69 5.24 -1.06
H 4.33 4.63 -1.08
H 2.87 3.06 2.04
H 4.28 3.93 1.44
H 2.71 4.73 1.49
H -0.83 -1.50 0.29
H -1.11 -2.00 -2.13
H -1.12 -3.50 -1.19
H -2.63 -2.84 -1.79
H -2.64 -2.00 1.92
H -3.57 -2.81 0.67
H -2.05 -3.50 1.20
H -4.35 -1.38 -1.02
H -5.49 0.74 -1.48
H -4.35 2.87 -1.10
H -0.82 3.04 0.20
H -2.65 3.58 1.80
H -2.02 5.06 1.07
H -3.55 4.39 0.53
H -1.12 3.45 -2.23
H -2.63 4.30 -1.93
H -1.11 4.99 -1.36
H -0.60 0.80 3.78
H -1.76 1.66 2.78
H -1.76 -0.10 2.81
H 1.68 0.67 3.80
H 3.12 0.67 2.67
C 3.58 -1.30 12.83
N 2.65 -0.78 11.84
C 2.10 0.47 11.99
O 2.28 1.25 12.89
C 1.25 0.72 10.75
C 1.74 1.98 10.04
C 3.17 1.84 9.60
C 4.21 2.13 10.47
C 5.53 1.95 10.08
C 5.81 1.47 8.82
C 4.79 1.14 7.96
C 3.48 1.32 8.35
N 1.37 -0.50 9.90
C 0.67 -0.66 8.74
C 0.78 -1.76 7.91
C 0.08 -1.94 6.74
C 0.21 -3.08 5.90
C -0.57 -3.21 4.74
C -0.47 -4.32 3.94
C 0.41 -5.34 4.26
C 1.19 -5.24 5.40
C 1.10 -4.14 6.21
C 2.28 -1.48 10.58
C 3.54 -1.80 9.73
C 3.91 -3.27 10.05
C 2.70 -3.90 10.80
C 1.60 -2.83 10.89
H 3.68 -0.57 13.64
H 3.21 -2.23 13.24
H 4.55 -1.46 12.39
H 0.20 0.82 11.06
H 1.11 2.20 9.17
H 1.65 2.83 10.72
H 3.98 2.46 11.47
H 6.33 2.20 10.77
H 6.83 1.34 8.52
H 5.01 0.75 6.98
H 2.67 1.03 7.70
H 0.02 0.14 8.45
H 1.46 -2.53 8.22
H -0.61 -1.17 6.44
H -1.26 -2.42 4.48
H -1.08 -4.41 3.05
H 0.49 -6.21 3.63
H 1.88 -6.04 5.64
H 1.72 -4.08 7.08
H 3.34 -1.65 8.67
H 4.35 -1.11 9.99
H 4.15 -3.83 9.14
H 4.81 -3.31 10.67
H 2.35 -4.81 10.29
H 3.00 -4.22 11.80
H 1.13 -2.80 11.88
H 0.78 -3.02 10.18
*
```

Computed properties:
**Molecular weight**: 777.13 g mol⁻¹
**E_LUMO**: -4.724 eV


(3)
DFT (ωB97M-V/def2-TZVPD) results for a molecular structure, C52H66N6O5PS4ScSeTe.

The geometry in ORCA input format:
```
! wB97M-V def2-TZVPD RIJCOSX def2/J DEFGRID3
* xyz 0 1
Sc 0.26 -0.54 -0.19
C -2.39 -1.20 -3.99
C -1.94 -1.01 -2.68
N -0.88 -0.28 -2.38
C -0.22 0.32 -3.38
C -0.59 0.19 -4.73
C -1.71 -0.60 -5.02
C 0.16 0.87 -5.74
C 1.21 1.65 -5.41
C 1.60 1.82 -4.04
C 2.67 2.65 -3.66
C 2.98 2.76 -2.33
C 2.23 2.03 -1.39
N 1.24 1.24 -1.72
C 0.91 1.14 -3.03
H -3.26 -1.82 -4.17
H -2.45 -1.47 -1.85
H -2.02 -0.73 -6.05
H -0.13 0.74 -6.77
H 1.78 2.16 -6.17
H 3.23 3.18 -4.41
H 3.79 3.39 -1.98
H 2.46 2.09 -0.33
S 2.66 -0.54 3.97
C 1.79 -0.46 2.56
S 2.48 -0.03 1.03
S 0.09 -0.80 2.42
C 4.87 -0.59 -3.97
C 5.00 -1.41 -2.71
O 3.82 -1.28 -1.92
P 2.65 -2.35 -1.77
O 1.37 -1.56 -1.65
Te 2.64 -3.96 -3.50
O 2.81 -3.00 -0.33
C 3.93 -3.81 0.10
C 4.82 -3.00 1.02
H 5.80 -0.63 -4.55
H 4.66 0.45 -3.72
H 4.06 -0.98 -4.59
H 5.82 -1.06 -2.08
H 5.17 -2.47 -2.95
H 4.46 -4.18 -0.78
H 3.49 -4.66 0.62
H 5.24 -2.14 0.50
H 5.64 -3.63 1.38
H 4.25 -2.63 1.87
C -3.21 1.86 -1.09
N -3.90 0.85 -0.30
C -5.32 1.10 -0.11
C -6.03 -0.14 0.41
C -5.26 -0.67 1.60
N -3.88 -0.92 1.22
C -3.14 -1.85 2.07
C -3.21 -0.11 0.36
O -1.99 -0.28 0.17
H -3.53 1.81 -2.14
H -2.14 1.71 -1.02
H -3.45 2.85 -0.70
H -5.74 1.41 -1.07
H -5.46 1.94 0.58
H -6.06 -0.90 -0.38
H -7.05 0.11 0.68
H -5.69 -1.61 1.94
H -5.31 0.03 2.44
H -3.69 -2.78 2.14
H -3.00 -1.44 3.07
H -2.16 -2.04 1.63
C -4.45 2.99 5.09
C -3.58 3.67 4.04
C -3.25 2.78 2.85
C -2.27 1.65 3.16
N -0.95 2.14 3.55
C 0.00 2.51 2.67
Se -0.21 2.68 0.84
N 1.14 2.72 3.37
C 2.41 3.16 2.79
C 2.43 4.65 2.48
C 2.30 5.56 3.70
C 3.55 5.57 4.59
C 0.93 2.44 4.71
C 1.78 2.45 5.80
C 1.24 2.07 7.02
C -0.10 1.69 7.14
C -0.94 1.67 6.05
C -0.41 2.06 4.83
H -4.73 3.68 5.89
H -3.94 2.15 5.56
H -5.37 2.60 4.64
H -2.66 4.03 4.49
H -4.10 4.56 3.68
H -2.83 3.37 2.03
H -4.17 2.32 2.47
H -2.10 1.02 2.29
H -2.63 1.02 3.97
H 2.56 2.56 1.89
H 3.19 2.86 3.49
H 1.62 4.85 1.78
H 3.36 4.87 1.96
H 1.43 5.26 4.29
H 2.10 6.57 3.36
H 3.74 4.60 5.04
H 3.45 6.29 5.40
H 4.43 5.85 4.00
H 2.82 2.70 5.71
H 1.88 2.05 7.90
H -0.48 1.38 8.11
H -1.97 1.34 6.14
O -0.60 -2.60 -0.05
S -0.09 -3.91 -0.65
C -0.59 -5.16 0.55
C 0.53 -5.34 1.53
C 0.80 -4.33 2.45
C 1.89 -4.44 3.31
C 2.70 -5.57 3.26
C 2.42 -6.58 2.35
C 1.35 -6.46 1.48
C -1.18 -4.29 -2.03
C -2.62 -4.60 -1.72
C -3.21 -5.74 -2.25
C -4.54 -6.05 -1.99
C -5.30 -5.22 -1.18
C -4.72 -4.08 -0.64
C -3.40 -3.77 -0.90
H -0.79 -6.08 -0.01
H -1.52 -4.83 1.00
H 0.19 -3.44 2.49
H 2.11 -3.63 3.99
H 3.55 -5.66 3.93
H 3.05 -7.47 2.32
H 1.15 -7.25 0.76
H -0.69 -5.11 -2.55
H -1.05 -3.42 -2.68
H -2.62 -6.40 -2.88
H -4.97 -6.95 -2.42
H -6.33 -5.46 -0.98
H -5.30 -3.43 0.00
H -2.95 -2.90 -0.45
*
```

Computed properties:
**Molecular weight**: 1265.89 g mol⁻¹
**Energy above the lowest of the compared OMol25 structures with the same formula, charge and spin**: 0.000 eV
**E_LUMO**: -0.305 eV


Number 1: frontier orbital gap 6.1 eV. Number 2: frontier orbital gap 3.0 eV. Number 3: frontier orbital gap 6.3 eV.